Density functional theory data (wB97M-V/def2-TZVPD) for 2 unconnected molecules or ions with the total composition C6H15NO at a distorted geometry.

Structure (ORCA input):
```
! wB97M-V def2-TZVPD RIJCOSX def2/J DEFGRID3
* xyz 0 1
C 1.540 -2.075 1.485
C 0.630 -0.915 1.804
C 1.101 0.211 2.336
C 0.243 1.365 2.755
H 1.407 -2.928 2.150
H 1.416 -2.417 0.458
H 2.563 -1.714 1.602
H -0.432 -1.003 1.600
H 2.161 0.273 2.567
H -0.805 1.101 2.585
H 0.436 2.351 2.340
H 0.328 1.456 3.846
N -1.509 0.328 -0.729
C -1.227 0.908 -2.048
C -0.720 -0.130 -3.011
O -0.398 0.547 -4.216
H -1.951 1.068 -0.192
H -0.643 0.134 -0.247
H -0.506 1.734 -2.030
H -2.171 1.305 -2.431
H -1.464 -0.914 -3.165
H 0.182 -0.589 -2.583
H -0.179 -0.096 -4.877
*
```

Calculated values
Orbital gap (Ha): 0.3793
Total energy (eV): -10001.8404
Relative energy (zero: lowest compared OMol25 entry of this formula, charge and spin) (kcal/mol): 44.20
SMILES: C/C=C/C.NCCO
E_HOMO (eV): -9.34